Below is a 2-piece molecular cluster, C9H14O overall at a distorted geometry, with properties calculated with ωB97M-V/def2-TZVPD.

Structure (SMILES): Cc1ccccc1.CCO
Molar mass in g/mol: 138.2
Frontier orbital gap in Ha: 0.3534
F_max in eV/Å: 4.60
HOMO energy in eV: -8.743
Relative energy (zero: lowest compared OMol25 entry of this formula, charge and spin) in kcal/mol: 47.4
LUMO energy in eV: 0.9

Last column: Mulliken charge in e.
Positions of all 24 atoms, in Å:
C  -3.0638  1.0313  1.2439  -0.180
C  -3.6692  -0.3721  1.0059  -0.814
O  -2.5952  1.0650  2.5510  -0.522
H  -2.1194  1.1488  0.5551  0.148
H  -3.8304  1.8677  1.0196  0.262
H  -4.2289  -0.6121  1.8872  0.300
H  -3.1950  1.4548  3.2301  0.306
H  -2.8032  -0.9578  0.9173  0.221
H  -4.1564  -0.2947  -0.0403  0.274
C  2.9315  0.3703  1.0725  -1.545
C  1.6716  0.4623  -2.4927  -0.631
C  1.1045  -0.9400  -2.6439  -0.473
C  2.0687  0.8157  -1.2015  -0.351
C  2.2047  -0.1593  -0.1433  0.896
C  1.1405  -1.7877  -1.5469  -0.258
C  1.7168  -1.4696  -0.3195  -0.667
H  1.4210  1.1800  -3.2340  0.397
H  0.9515  -1.2707  -3.6558  0.373
H  2.3648  1.8721  -0.9344  0.299
H  0.8370  -2.7936  -1.8810  0.295
H  3.1935  -0.3121  1.8754  0.382
H  2.3589  1.0521  1.6270  0.360
H  1.8918  -2.1503  0.4059  0.536
H  3.8047  0.7999  0.7023  0.389

Atomic forces in eV per Å
-0.2670 0.6193 -1.6469
-0.0702 2.6694 -2.3749
0.3879 0.8207 2.0649
-1.8774 0.0822 1.1432
1.2676 -1.1295 0.2929
-0.8446 -0.4497 -0.0740
0.4496 -0.4503 -1.3127
0.8335 -1.4586 -0.0121
0.1469 -0.7081 1.9121
-0.7981 -1.8718 0.1583
-2.3210 -3.3498 2.1277
2.5818 3.6074 1.1106
0.3849 -0.1314 0.1032
-0.6132 0.0810 -0.8552
-0.1095 -0.9256 -2.2910
0.2620 3.8493 -2.0834
0.4486 0.5382 -0.6957
-0.6510 -0.2612 -0.0135
-0.2829 -1.2363 -0.5466
0.0796 0.1775 1.1069
0.1409 -0.8255 -0.3979
-0.9474 1.5340 0.2938
0.2126 -2.2043 2.2097
1.5865 1.0231 -0.2195